Computed, not measured: a structure of composition C21H34Cl3NO12Zr, with ωB97M-V/def2-TZVPD.

Output
Charge: +1
Energy in eV: -87227.5339
<S²>: 0.75
2S+1: 2
HOMO energy (spin up / spin down) in eV: -9.164 / -9.275

Structure (XYZ):
```
72
Properties=species:S:1:pos:R:3:forces:R:3:lowdin_charge:R:1
Zr 0.281 2.352 0.116 -1.6138 -4.8096 1.3105 1.8352
C -2.220 -0.717 -1.269 0.3122 2.4691 -0.6800 -0.0774
C -2.300 -1.162 0.120 -0.3162 -1.7577 2.0468 -0.4970
C -1.785 -2.620 0.046 0.1182 -1.6552 1.4173 -0.1444
C -1.729 -3.348 1.410 0.0668 1.7575 -0.1342 -0.1742
C -0.707 -2.553 2.238 0.0155 -0.3616 -1.3314 -0.1579
C -1.036 -1.001 2.430 1.6615 -2.2734 -0.2011 -0.4763
N -1.402 -0.436 1.106 1.3615 0.9640 -1.1737 -0.0515
O -1.332 1.049 1.005 1.1119 0.0135 -0.5378 -0.3527
C 0.221 -0.440 3.137 1.6598 1.4225 -1.3242 -0.0578
C -2.076 -0.978 3.457 -2.3562 -0.1486 1.5751 -0.0643
C -3.820 -1.122 0.445 -0.1758 0.5456 0.9943 -0.0275
H -2.992 -1.250 -1.824 0.8058 -0.3271 -0.4637 0.0968
H -1.173 -0.689 -1.569 -0.2107 -0.4869 -0.7094 0.0731
H -2.551 0.321 -1.294 -0.0255 0.3806 -0.1785 0.0753
H -0.772 -2.724 -0.342 0.2955 0.7733 -0.1411 0.1088
H -2.308 -3.335 -0.588 -0.8836 0.7715 -0.4842 0.1212
H -1.376 -4.364 1.240 -0.1926 -0.0886 0.2764 0.1021
H -2.714 -3.314 1.877 -0.0929 -0.4521 0.0117 0.0999
H 0.171 -2.698 1.609 0.5141 0.6122 0.2248 0.0570
H -0.485 -3.112 3.148 -0.1122 0.6417 0.4772 0.1139
H 0.531 -0.867 4.090 -1.0378 -0.1393 0.2175 0.0942
H 0.271 0.648 3.173 -1.0869 0.3088 0.7250 0.0529
H 1.184 -0.473 2.628 -0.1439 -0.9965 -1.0365 0.0222
H -2.223 0.013 3.886 -0.3622 0.0418 -0.1363 0.0958
H -1.899 -1.667 4.284 0.8657 0.2253 0.2568 0.0926
H -3.010 -1.444 3.141 -0.3326 0.6989 -0.5089 0.0711
H -4.462 -1.468 -0.366 0.2567 -0.0176 -0.1868 0.0807
H -4.066 -0.081 0.654 -0.0774 0.2179 -0.2373 0.0866
H -4.187 -1.631 1.336 0.4960 -0.3276 0.0654 0.0636
C 2.493 -0.999 -1.094 0.5148 0.4507 -0.5409 0.0341
C 1.650 0.170 -0.703 0.4897 -0.9845 1.1170 -0.6910
O 1.783 0.758 0.384 2.2145 1.1672 3.7003 -0.1311
O 0.757 0.702 -1.333 -3.0988 1.1642 -4.6564 -0.0929
H 2.251 -1.932 -0.586 -0.1280 0.3002 0.1335 0.0489
H 3.506 -0.685 -0.842 0.1095 -0.3524 0.2785 0.1017
H 2.522 -1.162 -2.172 -0.3927 0.0363 0.0252 0.0762
C 3.354 -4.102 1.617 -0.0556 0.3467 -0.0709 -1.3988
Cl 1.833 -5.067 1.675 0.6667 0.9425 0.1483 0.5369
Cl 3.235 -2.314 2.076 -0.2654 -1.6533 -0.3481 0.5228
Cl 4.051 -4.255 -0.020 -0.1396 0.1454 0.6564 0.5211
H 4.027 -4.538 2.356 -0.1129 0.1107 -0.3283 0.0116
C 0.255 -0.019 -4.991 -1.1099 -2.5579 -0.1550 -0.1373
C 1.114 -1.254 -4.852 0.2875 -2.2515 -0.0943 -0.1292
O 2.404 -0.752 -4.731 2.3472 0.4409 0.1194 0.0696
C 2.365 0.560 -4.520 2.5886 1.8615 -0.3727 -0.5809
O 3.286 1.352 -4.406 -1.4581 -2.0807 0.1770 0.1390
O 1.112 0.948 -4.549 -1.2851 2.8520 0.5477 0.0720
H -0.586 -0.203 -4.323 -0.2508 0.7732 -0.0434 0.1297
H -0.071 0.113 -6.023 -0.0014 0.3997 0.0269 0.1389
H 1.174 -1.983 -5.660 -0.5618 0.3406 -0.3715 0.1407
H 0.973 -1.871 -3.965 -0.6859 0.2672 0.2740 0.1274
C -3.435 3.565 -3.964 0.8725 0.2805 -0.7173 -0.0355
C -2.079 4.051 -4.630 -2.4400 0.5981 -2.2299 -0.0724
O -1.121 3.906 -3.661 2.2090 0.5418 0.2285 0.1442
C -1.593 3.243 -2.683 0.6599 -0.1996 3.1526 -0.5290
O -0.874 2.877 -1.728 -1.0597 0.5236 -0.7225 -0.0504
O -2.893 3.157 -2.725 -0.2470 -1.9837 1.7353 0.1144
H -3.894 2.750 -4.522 0.2721 -0.2650 0.2671 0.1360
H -4.248 4.239 -3.694 0.4633 0.5984 -0.4796 0.1416
H -2.162 5.089 -4.950 0.3312 -0.1338 -0.0885 0.1450
H -1.733 3.394 -5.428 -0.5798 0.2507 -0.3829 0.1438
C 3.660 2.228 4.928 -1.0543 0.2065 0.8309 -0.1022
C 3.167 3.657 5.152 2.6051 -0.1868 2.4259 -0.1157
O 2.143 3.856 4.253 -1.7803 1.5210 -0.9605 0.1430
C 2.154 2.961 3.337 0.2341 -3.5384 -3.2060 -0.4345
O 1.417 2.859 2.308 1.8785 0.8670 2.7410 -0.0263
O 3.151 2.013 3.627 -1.8454 0.7231 -2.0096 0.0583
H 3.187 1.525 5.614 0.1058 -0.2023 -0.0626 0.1368
H 4.745 2.136 4.976 -0.1958 -0.0123 -0.2756 0.1420
H 4.070 4.240 4.973 -0.5654 0.9104 -0.4681 0.1414
H 2.814 3.899 6.155 -0.0574 -0.2206 -0.1351 0.1489
```
Positions in Å, forces in eV/Å.